The following is a quantum chemistry calculation of a molecular structure, C42H74IN2O9P3PtS2, from the Open Molecules 2025 dataset.

Total charge: +2
Relative energy (zero: lowest compared OMol25 entry of this formula, charge and spin) (kJ/mol): 51.1
Calculated total energy (Eh): -4668.6049
Gap between HOMO and LUMO (spin up / spin down) (eV): 4.24 / 4.24
Max |F| (eV Å⁻¹): 1.2
HOMO (spin up / spin down) (eV): -12.3 / -12.3

Structure (XYZ):
```
134
Properties=species:S:1:pos:R:3:forces:R:3
Pt 0.067 -0.139 -0.021 0.2481 -1.1230 -0.2669
O -0.840 -0.174 4.403 0.0804 -0.0611 -0.0131
C 0.461 -0.167 4.783 -0.0511 0.0574 -0.0257
C 0.702 -0.117 6.153 0.0085 -0.0312 0.0517
C 1.994 -0.097 6.633 -0.0350 0.0061 0.0191
C 3.078 -0.110 5.755 0.0417 0.0017 0.0191
C 2.848 -0.156 4.401 0.0160 -0.0202 -0.0130
C 1.542 -0.194 3.888 -0.1570 -0.0776 -0.1722
C 1.364 -0.245 2.426 -0.1372 -0.0443 0.2572
O 0.134 -0.331 1.931 -0.3712 0.5068 0.6547
N 2.386 -0.209 1.649 0.2422 -0.1098 -0.1856
N 2.009 -0.178 0.310 0.1703 0.1010 -0.4596
C 3.002 -0.099 -0.518 0.0824 0.1524 0.1326
S 4.617 -0.078 0.130 0.0637 0.0405 -0.0036
C 5.419 -0.220 -1.490 0.0190 -0.0100 0.0537
C 4.566 0.511 -2.501 0.0061 0.0479 -0.0277
S 2.838 0.017 -2.248 -0.0414 -0.0637 0.0610
H -0.872 -0.205 3.436 0.0157 0.0857 -0.0557
H -0.150 -0.100 6.819 0.0149 0.0057 0.0009
H 2.165 -0.070 7.701 -0.0091 0.0195 -0.0061
H 4.089 -0.084 6.138 -0.0010 -0.0047 -0.0169
H 3.674 -0.165 3.703 -0.0080 -0.0024 0.0098
H 5.527 -1.275 -1.735 0.0008 0.0025 -0.0488
H 6.409 0.226 -1.404 -0.0080 0.0069 -0.0048
H 4.834 0.252 -3.524 -0.0240 -0.0051 -0.0049
H 4.630 1.591 -2.377 0.0335 0.0029 0.0085
C -2.412 1.767 -3.615 -0.0963 -0.1881 0.0547
C -1.531 0.863 -4.444 0.0209 0.2694 -0.0785
C -1.830 0.904 -5.921 -0.0371 -0.1228 -0.0166
O -1.754 -0.539 -3.996 -0.0102 0.1383 -0.0239
P -0.840 -1.243 -2.957 0.1926 0.0267 -0.2317
O -0.068 -0.279 -2.110 0.1207 0.1486 0.1034
C -1.976 -2.241 -1.986 0.0462 0.2591 0.1097
P -2.891 -1.188 -0.850 -0.2005 -0.0899 0.2466
O -2.018 -0.130 -0.243 -0.0097 -0.1250 0.2592
O -4.063 -0.473 -1.571 -0.0405 0.0794 -0.1683
C -5.247 -1.179 -2.106 -0.1685 -0.0795 -0.0186
C -6.464 -0.505 -1.520 0.0393 0.0390 0.0445
C -5.204 -1.122 -3.616 0.0755 0.0835 0.0305
O -3.463 -2.250 0.146 0.1312 0.0737 0.1022
C -4.040 -1.819 1.447 -0.1418 0.0333 0.1645
C -2.957 -1.934 2.491 0.0493 -0.0801 -0.0909
C -5.238 -2.695 1.710 0.0064 -0.0536 -0.1207
O 0.186 -2.174 -3.666 0.0172 -0.1070 0.0727
C -0.004 -3.354 -4.527 -0.0639 -0.1443 -0.1472
C -1.174 -3.199 -5.475 0.0172 0.1296 0.0671
C -0.092 -4.595 -3.663 0.0140 0.1032 0.1044
H -2.235 2.803 -3.904 -0.0310 -0.0115 -0.0050
H -2.193 1.657 -2.551 0.0246 0.0441 -0.0335
H -3.464 1.532 -3.783 0.0072 0.0162 -0.0166
H -0.483 1.108 -4.266 0.0395 -0.1311 0.0516
H -2.868 0.626 -6.112 0.0049 0.0231 0.0005
H -1.179 0.229 -6.477 0.0067 0.0237 -0.0008
H -1.669 1.916 -6.292 -0.0122 0.0014 -0.0051
H -1.380 -2.920 -1.370 -0.0616 -0.1166 -0.0623
H -2.657 -2.829 -2.603 0.0386 -0.0006 -0.0406
H -5.203 -2.217 -1.765 0.1016 0.0113 0.0436
H -6.508 0.537 -1.841 -0.0111 -0.0071 -0.0011
H -6.445 -0.531 -0.430 -0.0169 -0.0180 -0.0088
H -7.364 -1.014 -1.864 -0.0061 0.0156 0.0013
H -5.375 -0.102 -3.962 0.0112 -0.0097 -0.0121
H -5.988 -1.760 -4.023 -0.0060 0.0139 -0.0086
H -4.241 -1.456 -4.004 -0.0199 -0.0355 -0.0108
H -4.348 -0.775 1.345 0.0125 0.0027 -0.0936
H -2.623 -2.971 2.573 -0.0144 0.0113 0.0391
H -3.334 -1.615 3.462 0.0128 0.0019 0.0065
H -2.112 -1.302 2.225 0.0138 -0.0027 0.0025
H -4.936 -3.740 1.785 -0.0079 0.0088 0.0233
H -5.977 -2.603 0.914 -0.0127 0.0046 0.0223
H -5.706 -2.399 2.649 0.0032 -0.0082 -0.0003
H 0.921 -3.382 -5.099 0.0409 0.0806 0.0321
H -2.126 -3.171 -4.940 -0.0053 -0.0379 -0.0259
H -1.191 -4.052 -6.152 -0.0063 -0.0089 0.0079
H -1.087 -2.290 -6.067 -0.0014 -0.0212 -0.0189
H -1.051 -4.655 -3.143 0.0074 -0.0333 -0.0216
H 0.716 -4.610 -2.930 0.0062 -0.0285 -0.0310
H 0.004 -5.480 -4.291 -0.0194 -0.0044 0.0031
O 0.187 2.196 -0.217 -0.1903 0.3274 0.0798
P 0.071 3.662 0.168 0.1886 -0.3749 -0.0628
C -1.625 4.094 0.689 0.0024 0.1517 -0.2042
C -2.007 5.592 0.496 -0.0973 -0.0830 -0.0174
C -3.407 5.753 -0.103 -0.0223 -0.0495 0.1251
C -4.438 4.906 0.641 0.0494 -0.0364 -0.0641
C -4.034 3.413 0.698 0.0199 0.0696 -0.0860
C -2.665 3.153 0.065 -0.0703 0.0445 0.1482
C 0.589 4.631 -1.288 0.0126 -0.1057 0.0974
C 1.970 4.119 -1.780 -0.1070 0.0430 -0.1309
C 2.116 4.231 -3.306 -0.0142 0.1293 0.0772
C 1.393 5.470 -3.820 -0.0310 -0.1147 -0.0331
C -0.121 5.304 -3.631 0.0570 -0.0173 0.0692
C -0.458 4.451 -2.395 0.1526 0.1658 -0.0627
C 1.113 4.045 1.604 0.0885 0.0459 -0.1041
C 1.281 5.567 1.865 0.0049 -0.0439 -0.0005
C 2.710 6.028 1.592 0.0079 -0.0499 0.0970
C 3.713 5.297 2.496 -0.0632 -0.0577 -0.0323
C 3.348 3.810 2.692 0.0200 0.0660 -0.1145
C 2.466 3.313 1.550 -0.0389 0.0962 0.1692
H -1.615 3.871 1.762 -0.0211 0.0054 0.0117
H -1.292 6.109 -0.146 0.0123 0.0310 0.0315
H -1.980 6.097 1.463 0.0472 0.0106 -0.0033
H -3.398 5.476 -1.161 0.0051 0.0280 -0.0080
H -3.693 6.804 -0.058 0.0054 0.0057 -0.0596
H -5.407 5.015 0.153 -0.0288 0.0215 0.0574
H -4.553 5.302 1.653 -0.0088 0.0000 -0.0010
H -4.779 2.798 0.188 -0.0136 -0.0124 0.0331
H -4.005 3.076 1.738 -0.0111 -0.0277 -0.0072
H -2.720 3.296 -1.016 0.0274 -0.0037 0.0251
H -2.368 2.121 0.233 0.0101 -0.0156 -0.0518
H 0.656 5.686 -1.007 0.0188 0.0163 -0.0612
H 2.096 3.075 -1.486 0.0431 -0.0173 0.0466
H 2.760 4.702 -1.304 0.0017 -0.0148 0.0172
H 1.700 3.341 -3.791 0.0344 -0.0013 -0.0055
H 3.176 4.273 -3.563 -0.0029 -0.0688 -0.0266
H 1.621 5.644 -4.871 0.0149 0.0654 0.0104
H 1.750 6.343 -3.268 0.0091 0.0102 -0.0219
H -0.550 4.827 -4.517 -0.0307 0.0356 -0.0054
H -0.593 6.285 -3.542 -0.0223 -0.0098 -0.0232
H -0.478 3.390 -2.654 -0.0024 0.0111 0.0361
H -1.453 4.716 -2.039 -0.0479 -0.0539 0.0037
H 0.543 3.606 2.432 0.0438 -0.0107 0.0325
H 1.040 5.780 2.909 -0.0384 -0.0005 -0.0084
H 0.582 6.152 1.264 -0.0244 0.0232 0.0650
H 2.786 7.103 1.756 -0.0034 0.0112 -0.0568
H 2.956 5.856 0.540 -0.0016 0.0197 -0.0022
H 3.751 5.794 3.466 0.0427 0.0077 -0.0047
H 4.709 5.379 2.058 0.0152 0.0264 0.0351
H 2.815 3.667 3.636 0.0044 -0.0093 0.0028
H 4.254 3.204 2.747 -0.0096 -0.0059 0.0644
H 2.297 2.241 1.632 0.0311 -0.0212 -0.0594
H 2.975 3.493 0.602 -0.0172 -0.0404 -0.0238
I 1.035 -4.683 1.125 0.2864 -0.0118 0.2429
C 0.343 -3.089 0.203 0.4968 0.5721 0.5354
H -0.413 -2.512 0.731 -0.5469 -0.2463 -0.6203
H 0.913 -2.698 -0.634 -0.5489 -0.1977 -0.4146
```
Positions in Å, forces in eV/Å.

The following is a quantum chemistry calculation of 15 unconnected molecules or ions with the total composition C42H77B8F32N14, from the Open Molecules 2025 dataset.

Total charge: -1
Calculated total energy (Eh): -5809.4626
Gap between HOMO and LUMO (eV): 6.70
Max |F| (eV Å⁻¹): 3.3
HOMO (eV): -5.9

Structure (XYZ):
```
173
Properties=species:S:1:pos:R:3:forces:R:3
C 4.135 5.424 2.458 0.1512 0.8770 0.7515
C 4.104 5.128 0.976 0.2700 -0.6593 -0.6380
N 2.782 4.769 0.468 -1.5749 0.2716 0.0937
C 1.926 3.790 0.914 -0.0219 -0.2302 1.2324
C 0.689 4.015 0.417 0.0367 0.3013 -0.5308
N 0.787 5.142 -0.378 0.7632 0.3680 0.1920
C 2.041 5.588 -0.298 0.6516 -0.5200 -0.2905
C -0.276 5.783 -1.147 0.8992 1.3080 -0.8359
H 4.188 4.632 3.205 -0.1248 -0.6845 -0.7338
H 3.281 6.034 2.762 0.0227 0.1794 -0.1998
H 5.038 6.008 2.659 -0.0604 0.1516 -0.0836
H 4.826 4.364 0.689 -0.2118 -0.2563 0.0990
H 4.383 5.986 0.366 0.0720 0.2099 0.3151
H 2.186 3.111 1.706 0.1830 -0.1379 -0.3640
H -0.245 3.487 0.526 0.0461 -0.0546 -0.0563
H 2.525 6.383 -0.840 -0.4964 0.1624 -0.1582
H 0.012 6.824 -1.336 0.1324 0.1400 0.7670
H -1.201 5.793 -0.584 -0.2091 -0.5640 -0.4588
H -0.254 5.468 -2.189 -0.8375 -1.1141 0.3623
C 1.269 1.118 -1.566 -0.9140 -0.7069 0.6081
C 0.705 -0.293 -1.404 0.2798 -0.7287 0.5075
N -0.199 -0.393 -0.251 0.4261 -0.3399 0.9467
C 0.162 -0.713 1.071 -1.0537 0.4500 -0.5526
C -1.016 -0.759 1.780 0.2218 -0.3872 -1.4074
N -2.031 -0.571 0.841 0.0789 -0.2132 1.4662
C -1.511 -0.351 -0.346 -0.7604 0.1959 -0.8179
C -3.428 -0.746 1.232 -0.5558 0.3930 -1.4720
H 0.510 1.856 -1.826 -0.0156 -0.1343 -0.4645
H 2.094 1.081 -2.271 -0.1353 0.4349 -0.0086
H 1.592 1.352 -0.550 0.5686 0.3217 -0.3093
H 1.500 -0.983 -1.108 0.1353 0.1415 -0.4046
H 0.162 -0.791 -2.209 0.1474 0.5865 -0.3797
H 1.198 -0.921 1.276 -0.0684 0.1165 0.3031
H -1.364 -1.072 2.751 0.5894 -0.0799 0.2055
H -2.053 -0.200 -1.281 -0.0910 -0.0021 0.0283
H -4.023 -0.784 0.316 0.0529 -0.0699 -0.0201
H -3.775 0.132 1.767 0.0911 -0.2331 0.4207
H -3.581 -1.692 1.741 0.1984 0.1961 0.3542
C 10.430 0.877 -1.903 0.5858 0.4091 -0.8282
C 9.265 0.206 -2.562 -1.1238 -0.8511 -0.2196
N 7.914 0.532 -2.010 0.1341 -1.4547 -0.5926
C 7.553 1.529 -1.166 0.4368 0.8736 1.7552
C 6.250 1.393 -0.818 0.5648 -0.1729 -1.0607
N 5.797 0.357 -1.582 0.3114 -1.8458 -0.0998
C 6.819 -0.248 -2.218 0.2342 2.0345 0.4927
C 4.454 -0.164 -1.449 -1.2928 -0.3992 0.4208
H 10.473 1.943 -2.132 -0.1952 0.0308 0.0824
H 11.266 0.440 -2.456 0.3376 0.1141 0.4232
H 10.577 0.753 -0.834 -0.2848 -0.3437 -0.0145
H 9.380 -0.882 -2.581 -0.1585 -0.0881 0.9781
H 9.276 0.313 -3.649 -0.1809 1.1042 0.0486
H 8.228 2.164 -0.615 0.3316 0.0877 -0.6576
H 5.644 1.906 -0.091 -0.1874 -0.0021 -0.3110
H 6.869 -1.181 -2.750 -0.5347 0.0842 -0.1697
H 4.126 -0.900 -2.181 0.6730 0.0814 -0.2859
H 3.766 0.677 -1.474 0.2914 -0.1229 0.0591
H 4.360 -0.649 -0.477 0.0488 0.1175 0.0442
C -6.129 3.430 3.082 0.0331 -0.2381 -0.8036
C -5.417 2.894 1.813 -0.4136 -0.2680 -0.3533
N -6.362 2.761 0.705 -1.3080 -0.1117 -0.4011
C -7.217 3.758 0.310 -0.8683 -0.2497 -0.1070
C -8.083 3.203 -0.586 0.4841 0.3521 -0.3975
N -7.648 1.905 -0.862 -1.1679 1.6749 0.9754
C -6.712 1.666 0.040 2.4091 -1.1192 -0.2048
C -8.176 1.010 -1.902 -0.0885 -1.2225 1.4649
H -5.763 4.444 3.240 0.0367 -0.1319 0.7390
H -6.051 2.711 3.895 0.5794 0.3706 0.2402
H -7.211 3.489 2.961 0.0454 0.0410 -0.4023
H -4.979 1.912 1.966 -0.1016 -0.0032 0.0508
H -4.637 3.529 1.392 0.1124 0.1174 0.4551
H -7.184 4.724 0.782 -0.1556 0.0265 -0.1496
H -9.006 3.572 -0.998 0.2678 0.1943 -0.3094
H -6.120 0.772 0.182 -0.4408 -0.3762 -0.4253
H -9.262 1.011 -2.003 -0.0146 0.9790 0.1415
H -8.036 0.047 -1.408 0.5771 -0.3743 -0.9442
H -7.677 1.147 -2.854 0.2958 -0.1575 0.1622
C -3.320 -8.598 4.658 -1.0642 -0.9854 0.2458
C -4.660 -8.827 3.902 1.0426 1.7368 1.6004
N -4.822 -7.718 2.968 -0.1621 0.2325 -0.8785
C -4.374 -7.695 1.677 0.5499 0.7034 -0.4363
C -4.685 -6.473 1.167 -0.3707 0.4325 -0.6839
N -5.380 -5.749 2.119 1.1895 -2.1167 1.9734
C -5.347 -6.518 3.223 -0.7469 0.1339 0.2498
C -5.781 -4.368 2.133 -0.8930 1.9963 -1.0893
H -3.221 -7.593 5.062 0.1012 0.1970 -0.4609
H -2.510 -8.910 4.003 0.2981 0.2966 0.2462
H -3.380 -9.245 5.537 0.4188 -0.2066 -0.1014
H -5.474 -8.693 4.613 -0.1178 -0.5045 -0.0490
H -4.653 -9.815 3.456 -0.3802 0.2388 -0.4667
H -3.651 -8.409 1.320 -0.4160 -0.2373 -0.2323
H -4.474 -6.043 0.201 0.0244 -0.0385 0.0219
H -5.648 -6.218 4.214 -0.2590 0.1625 -0.1439
H -6.650 -4.170 1.500 0.2529 -0.4651 -0.5035
H -4.964 -3.747 1.775 0.0309 -0.0614 0.0968
H -6.156 -3.930 3.057 0.6650 -0.7516 0.5889
C 3.721 3.053 9.010 -0.4502 -0.1399 0.5625
C 3.899 2.808 7.524 0.9775 -1.1004 -0.0230
N 3.055 1.698 7.046 -2.4444 0.3227 -1.7456
C 3.014 0.376 7.462 0.4262 0.9644 0.3388
C 2.110 -0.283 6.682 0.5977 0.0323 0.1018
N 1.562 0.649 5.849 0.7594 -0.7052 -0.4209
C 2.159 1.817 6.027 -0.2004 -0.0526 1.3206
C 0.680 0.324 4.764 -2.0133 0.7083 -1.9294
H 4.552 3.527 9.530 0.2750 0.0180 -0.4903
H 3.587 2.081 9.489 0.0587 0.0520 0.1238
H 2.844 3.640 9.285 -0.1357 -0.0148 -0.3781
H 4.884 2.387 7.307 0.3138 0.5167 0.3133
H 3.792 3.654 6.851 -0.3566 0.0455 0.1472
H 3.604 0.197 8.346 0.0447 -0.9081 -0.2708
H 1.918 -1.318 6.452 -0.1347 -0.0958 0.6593
H 1.743 2.710 5.589 0.6429 0.1823 -0.1713
H 0.985 -0.409 4.019 0.9620 -0.0911 0.5490
H 0.543 1.228 4.171 0.1530 0.0157 0.0345
H -0.344 0.019 4.989 0.2444 -0.0443 1.0933
C 4.141 -2.406 -9.852 -0.0147 0.1877 -1.6043
C 2.619 -2.465 -9.606 0.5013 -1.0694 0.8353
N 2.307 -2.233 -8.205 -0.2787 1.5965 1.1688
C 1.492 -3.017 -7.394 1.5466 0.0067 0.3984
C 1.653 -2.510 -6.147 -1.2776 -0.0355 1.3885
N 2.421 -1.398 -6.189 -0.3344 0.3717 -1.4423
C 2.774 -1.194 -7.455 0.2115 -1.4482 -0.6172
C 2.646 -0.528 -5.049 0.6401 0.9847 -0.2446
H 4.656 -3.366 -9.872 -0.3485 -0.1832 0.5584
H 4.735 -1.719 -9.253 -0.3765 0.0341 0.3012
H 4.283 -2.066 -10.883 -0.0190 0.1531 0.0218
H 2.271 -3.495 -9.697 0.1014 0.0509 -0.6776
H 2.010 -1.848 -10.264 0.2157 0.2476 0.0897
H 1.126 -3.988 -7.678 -0.3102 0.2299 -0.2485
H 1.229 -2.711 -5.170 -0.1970 -0.7003 -0.2789
H 3.488 -0.486 -7.837 -0.2288 0.3004 0.1858
H 3.323 -1.053 -4.378 -0.3650 0.1171 0.3000
H 1.701 -0.181 -4.634 -0.1333 -0.6108 0.1504
H 3.112 0.387 -5.420 0.2450 -0.1244 0.0230
B 3.490 1.091 2.105 2.5101 -1.6868 -1.3437
F 4.337 1.970 2.814 -0.6593 0.6906 0.2591
F 4.131 -0.184 2.197 -0.4612 0.1065 0.2173
F 2.210 1.008 2.564 -0.7376 0.6068 0.5965
F 3.514 1.416 0.720 -0.1314 0.5030 0.6902
B -4.793 -1.302 -2.565 -0.7359 1.6546 -1.9795
F -4.460 -0.234 -3.371 -0.5734 0.2283 -0.6982
F -5.511 -2.251 -3.321 0.3347 -0.8479 0.2349
F -3.580 -1.722 -2.060 -0.0454 -1.2092 1.5391
F -5.768 -0.782 -1.652 0.2814 -0.2870 1.3507
B 2.140 -3.655 -2.350 -1.0433 -2.1744 0.1653
F 3.106 -2.728 -2.716 0.3178 0.9903 -0.1867
F 1.195 -3.196 -1.422 0.6780 0.3402 0.1521
F 1.400 -4.098 -3.475 0.2470 0.4354 -0.4806
F 2.818 -4.803 -1.857 0.0601 0.3548 0.2570
B 4.432 3.648 -2.888 1.1088 0.4910 -0.7579
F 4.402 3.038 -4.139 -0.6642 -0.3116 -0.2886
F 3.604 4.789 -2.826 0.1465 -0.0956 0.1506
F 4.079 2.757 -1.882 -0.2184 -0.0898 0.4488
F 5.816 4.014 -2.736 -0.3139 0.2694 0.6563
B -7.444 -0.780 2.337 0.8593 -0.4849 -0.4468
F -6.196 -1.065 1.729 0.4202 -0.2943 0.1263
F -7.269 0.487 2.940 -0.6528 0.1544 -0.0067
F -8.372 -0.822 1.290 -0.5447 0.5812 0.2453
F -7.755 -1.763 3.289 -0.0472 0.1490 0.0698
B -1.441 0.058 -4.877 -2.2844 0.4684 0.1624
F -1.170 1.428 -4.752 0.4271 -0.0241 -0.2893
F -2.564 -0.168 -5.732 0.9193 0.2058 0.0465
F -0.325 -0.592 -5.424 1.1254 -0.5002 -0.4070
F -1.742 -0.472 -3.622 0.8168 -0.2580 0.2320
B -3.280 2.850 -1.882 -1.4110 -0.3036 -2.1511
F -2.247 3.775 -2.174 0.4750 0.0181 0.9781
F -4.505 3.479 -2.207 -0.5767 0.7882 0.3755
F -3.204 1.774 -2.761 0.8457 0.4189 1.5475
F -3.401 2.525 -0.497 0.8998 -0.1764 0.1893
B -2.973 -3.774 4.399 0.5878 1.4618 0.5480
F -2.938 -4.764 5.394 -0.1424 -0.8052 -0.4558
F -2.733 -4.174 3.082 -0.8724 -0.9505 -0.1387
F -4.204 -3.081 4.546 0.5124 -0.3902 -0.4133
F -1.861 -2.912 4.650 -0.0792 0.5467 0.4426
```
Positions in Å, forces in eV/Å.